# 1
A structure of composition C17H26N2O5. Source: the OMol25 dataset; level of theory: ωB97M-V/def2-TZVPD.

```
50
Properties=species:S:1:pos:R:3:lowdin_charge:R:1
C -7.325 -1.821 1.430 -0.0450
C -6.801 -1.091 0.078 -0.1788
C -5.657 -0.013 0.330 -0.1756
C -5.345 0.617 -0.935 -0.2921
O -4.344 1.408 -0.823 -0.0202
C -3.143 1.074 -0.468 -0.1899
C -2.727 -0.273 -0.506 0.0432
C -1.316 -0.421 -0.630 0.0172
C -0.430 0.569 -0.279 -0.1708
C -0.788 1.807 -0.053 -0.0360
C -2.219 2.357 -0.188 0.1739
H -2.620 3.266 -0.203 0.0322
H -0.101 2.454 0.079 0.0328
C 1.113 0.308 0.018 -0.3573
N 1.285 -1.185 0.201 0.1548
C 2.104 -2.002 -0.200 -0.6195
O 2.768 -1.856 -1.302 -0.0514
O 2.250 -3.203 0.408 -0.0497
C 3.282 -3.995 -0.318 -0.2432
C 4.595 -3.772 0.237 -0.1049
H 4.882 -2.863 -0.379 0.1138
H 5.147 -4.500 -0.135 0.0271
H 4.733 -3.683 1.257 0.0695
H 2.786 -5.017 0.312 0.1762
H 3.056 -3.911 -1.584 0.2055
H 1.014 -1.480 1.199 0.2062
N 1.699 0.902 0.969 0.0709
C 2.988 1.758 0.908 -0.5012
O 3.362 2.140 1.988 0.0982
O 3.580 1.355 -0.173 0.0162
C 4.857 2.069 -0.455 -0.2108
C 4.740 3.410 -0.892 -0.0854
H 4.200 3.614 -1.639 0.0133
H 5.750 3.690 -0.969 0.0870
H 4.292 3.926 0.058 0.1392
H 5.452 2.027 0.561 0.1622
H 5.328 1.383 -1.380 0.1910
H 1.224 1.177 2.132 0.2983
H 1.614 0.416 -0.947 0.1711
H -1.076 -1.331 -0.545 0.0391
H -3.235 -1.023 -0.765 0.0406
H -6.377 1.325 -1.031 0.2076
H -5.214 -0.095 -1.673 0.1146
H -6.177 0.485 1.134 0.1318
H -5.061 -0.582 0.689 0.0019
H -7.653 -0.601 -0.336 0.0796
H -6.554 -1.914 -0.630 0.1100
H -8.054 -2.660 1.169 0.1075
H -7.689 -1.026 1.999 0.0532
H -6.672 -2.320 1.804 -0.0540
```

As for the energy above the lowest of the compared OMol25 structures with the same formula, charge and spin: 346.0 kcal per mole. For the LUMO energy, the calculation gives 0.62 eV. The calculation puts the frontier orbital gap at 8.776 eV. The value obtained for the HOMO energy is -8.158 eV. As for the charge: 0.

=====

# 2
The molecule C17H26N2O5. Source: the OMol25 dataset; level of theory: ωB97M-V/def2-TZVPD.

```
50
Properties=species:S:1:pos:R:3:lowdin_charge:R:1
C 2.120 2.091 -1.920 -0.0569
C 1.781 0.838 -2.721 -0.2353
O 2.011 -0.351 -1.996 -0.0583
C 1.143 -0.734 -1.014 -0.1766
C -0.062 -0.110 -0.738 0.0188
C -0.881 -0.605 0.274 -0.1359
C -2.208 0.010 0.580 -0.4354
O -3.182 -0.630 0.902 0.0942
N -2.216 1.370 0.446 0.0673
N -3.357 2.108 0.769 -0.1559
C -3.346 2.588 2.142 -0.1410
C -4.678 3.288 2.411 -0.1929
O -4.884 4.353 1.512 -0.1334
C -4.880 3.887 0.185 -0.1972
C -3.555 3.204 -0.159 -0.1522
C -0.482 -1.702 1.008 0.0647
C 0.737 -2.341 0.762 -0.1750
O 0.966 -3.404 1.571 -0.0242
C 2.243 -4.004 1.715 -0.2271
C 3.256 -3.080 2.378 -0.0548
C 1.549 -1.868 -0.276 -0.1203
O 2.761 -2.459 -0.554 -0.0829
C 2.929 -3.025 -1.850 -0.2314
C 4.271 -2.598 -2.424 -0.0584
H 1.970 2.973 -2.537 0.0782
H 3.159 2.055 -1.601 0.0812
H 1.495 2.167 -1.034 0.0634
H 0.750 0.875 -3.093 0.1183
H 2.451 0.759 -3.583 0.1257
H -0.394 0.731 -1.324 0.1067
H -1.325 1.864 0.422 0.1479
H -3.237 1.728 2.804 0.1284
H -2.514 3.294 2.316 0.1272
H -4.690 3.723 3.411 0.1264
H -5.489 2.553 2.315 0.1304
H -5.041 4.760 -0.450 0.1257
H -5.698 3.166 0.037 0.1291
H -3.595 2.801 -1.173 0.1265
H -2.734 3.942 -0.094 0.1251
H -1.118 -2.093 1.786 0.1342
H 2.042 -4.866 2.360 0.1240
H 2.624 -4.366 0.757 0.1097
H 4.165 -3.634 2.595 0.0778
H 2.849 -2.687 3.307 0.0806
H 3.499 -2.253 1.717 0.0679
H 2.894 -4.120 -1.744 0.1219
H 2.115 -2.720 -2.513 0.1234
H 4.429 -3.072 -3.388 0.0764
H 5.071 -2.886 -1.747 0.0769
H 4.287 -1.519 -2.546 0.0670
```

As for the energy above the lowest of the compared OMol25 structures with the same formula, charge and spin: 78.9 kcal per mole. Its structure (SMILES) is CCOc1cc(C(=O)NN2CCOCC2)cc(OCC)c1OCC. For the LUMO energy, the calculation gives 0.62 eV. The calculation puts the frontier orbital gap at 9.078 eV. The value obtained for the HOMO energy is -8.461 eV. As for the charge: 0.

=====

# 3
The ion C17H26N3O2S with charge +1. Source: the OMol25 dataset; level of theory: ωB97M-V/def2-TZVPD.

```
49
Properties=species:S:1:pos:R:3:lowdin_charge:R:1
C -5.209 -0.449 1.512 -0.0869
C -5.387 0.762 0.605 -0.2041
C -4.055 1.259 0.029 -0.3777
C -4.242 2.534 -0.789 -0.0365
N -3.490 0.225 -0.821 0.0632
C -2.414 -0.509 -0.596 -0.7532
S -2.059 -1.821 -1.576 0.7786
N -1.586 -0.121 0.467 -0.1411
C -0.636 0.931 0.168 -0.1064
C 0.494 0.402 -0.746 -0.0851
N 0.624 -1.063 -0.597 -0.1580
C 1.839 -1.607 -1.267 -0.0737
C 3.124 -1.100 -0.671 -0.2326
C 3.708 -1.757 0.402 -0.0438
C 4.893 -1.313 0.984 0.0335
C 5.472 -0.188 0.448 -0.1960
C 4.896 0.478 -0.643 -0.1913
C 3.728 0.043 -1.217 0.0423
O 5.664 1.546 -0.978 0.0531
C 6.769 1.529 -0.091 -0.1273
O 6.611 0.450 0.811 0.0590
C 0.495 -1.436 0.821 -0.0953
C -0.965 -1.183 1.242 -0.1398
H -6.169 -0.751 1.921 0.0785
H -4.795 -1.294 0.966 0.0681
H -4.544 -0.214 2.340 0.0771
H -5.835 1.577 1.173 0.1208
H -6.065 0.515 -0.214 0.1201
H -3.351 1.429 0.848 0.1411
H -4.961 2.372 -1.588 0.0874
H -3.302 2.858 -1.231 0.0739
H -4.613 3.331 -0.152 0.0885
H -4.074 -0.064 -1.597 0.1488
H -0.232 1.284 1.119 0.1383
H -1.144 1.764 -0.317 0.1272
H 0.269 0.612 -1.794 0.1417
H 1.444 0.873 -0.487 0.1266
H -0.266 -1.506 -1.081 -0.0007
H 1.788 -2.695 -1.192 0.1438
H 1.777 -1.329 -2.321 0.1425
H 3.252 -2.653 0.794 0.1143
H 5.345 -1.832 1.811 0.1267
H 3.318 0.550 -2.075 0.1321
H 7.700 1.400 -0.663 0.1476
H 6.808 2.475 0.467 0.1462
H 0.739 -2.491 0.941 0.1389
H 1.200 -0.846 1.410 0.1397
H -0.999 -0.889 2.296 0.1353
H -1.562 -2.088 1.125 0.1149
```

As for the energy above the lowest of the compared OMol25 structures with the same formula, charge and spin: 22.3 kcal per mole. Its structure (SMILES) is CC[C@H](C)NC(=S)N1CC[NH+](Cc2ccc3c(c2)OCO3)CC1. For the LUMO energy, the calculation gives -2.42 eV. The calculation puts the frontier orbital gap at 8.554 eV. The value obtained for the HOMO energy is -10.974 eV. As for the charge: +1.

=====

# 4
The molecule C17H26N4O3. Source: the OMol25 dataset; level of theory: ωB97M-V/def2-TZVPD.

```
50
Properties=species:S:1:pos:R:3:lowdin_charge:R:1
C -1.162 -2.787 2.212 -0.0778
N -0.163 -1.949 2.850 -0.1631
C 0.427 -2.642 3.987 -0.2105
C 1.396 -1.750 4.746 -0.1832
C 2.492 -1.250 3.815 -0.1952
C 1.864 -0.597 2.591 -0.1420
C 0.882 -1.547 1.907 -0.2583
C 0.231 -0.827 0.727 -0.4123
O -0.482 0.141 0.929 0.0748
N 0.343 -1.355 -0.536 -0.0054
C -0.544 -0.756 -1.531 -0.1260
C -0.070 0.607 -2.049 -0.0793
C -1.177 1.214 -2.880 -0.4938
O -1.395 0.868 -4.027 0.0630
N -1.938 2.133 -2.223 0.0857
C -3.088 2.759 -2.839 -0.0783
C -2.907 4.227 -3.025 -0.3533
N -3.597 5.182 -2.503 0.1315
C -3.016 6.343 -2.997 -0.1165
C -1.989 6.009 -3.799 -0.0914
O -1.904 4.647 -3.826 0.0708
C 1.448 -2.077 -1.115 -0.2513
C 2.661 -1.354 -1.652 -0.0859
C 2.791 -2.262 -0.470 -0.0954
H -1.681 -2.230 1.431 0.0822
H -0.725 -3.696 1.765 0.0945
H -1.901 -3.092 2.953 0.0874
H -0.386 -2.963 4.641 0.1188
H 0.956 -3.558 3.654 0.1268
H 0.843 -0.899 5.151 0.1181
H 1.820 -2.303 5.586 0.1102
H 3.149 -0.546 4.329 0.1100
H 3.115 -2.095 3.499 0.1136
H 1.298 0.292 2.879 0.1270
H 2.633 -0.274 1.883 0.1119
H 1.403 -2.450 1.555 0.1328
H -0.637 -1.453 -2.364 0.1337
H -1.522 -0.639 -1.066 0.1290
H 0.175 1.240 -1.197 0.1124
H 0.802 0.492 -2.690 0.1163
H -1.725 2.332 -1.260 0.1486
H -3.228 2.273 -3.804 0.1305
H -3.983 2.617 -2.234 0.1313
H -3.383 7.320 -2.735 0.1025
H -1.270 6.555 -4.380 0.1171
H 1.109 -2.919 -1.707 0.1454
H 3.056 -1.661 -2.610 0.1033
H 2.720 -0.294 -1.446 0.1044
H 3.003 -1.792 0.476 0.0770
H 3.255 -3.230 -0.599 0.1083
```

As for the energy above the lowest of the compared OMol25 structures with the same formula, charge and spin: 50.9 kcal per mole. Its structure (SMILES) is CN1CCCC[C@@H]1C(=O)N(CCC(=O)NCc1ncco1)C1CC1. For the LUMO energy, the calculation gives 0.84 eV. The calculation puts the frontier orbital gap at 9.576 eV. The value obtained for the HOMO energy is -8.735 eV. As for the charge: 0.